(1)
Below is 5 unconnected molecules or ions with the total composition C27H31N4O4, with properties calculated with ωB97M-V with the def2-TZVPD basis set.

The geometry in ORCA input format:
```
! RIJCOSX wB97M-V def2-TZVPD def2/J DEFGRID3
* xyz -1 1
O 5.24532 -0.72450 2.20785
O 4.99139 -1.88373 0.30385
O -1.89449 -1.63526 0.89354
O -0.79676 -2.36010 -0.93259
N 3.14318 3.66909 -4.45401
N -5.17481 -2.10544 3.70285
N 2.98049 4.27398 1.50934
N -4.48241 -1.18834 -2.30875
C -6.44008 -0.72370 -4.23121
C 4.55594 4.11374 3.30530
C 0.40852 -2.95871 -0.39152
C 4.65575 -1.50932 1.43605
C -4.52820 -1.89918 -3.43231
C 2.46681 -2.85672 1.00400
C -5.40723 -0.24754 -2.13800
C 3.89442 4.68561 -4.87009
C 2.92793 3.56662 -3.14361
C -1.55448 -0.10042 -0.92005
C 3.32772 3.03561 1.15442
C 4.45233 5.62700 -4.01877
C -5.48176 -1.70622 -4.42152
C -4.11604 -2.43501 2.96076
C 3.30996 -2.06341 2.00315
C 3.59538 4.79247 2.57066
C -4.28520 -4.74084 3.54168
C 4.27750 2.27081 1.81506
C 4.90226 2.82733 2.91830
C -3.63724 -3.73327 2.84851
C -6.40425 0.02246 -3.06418
C 4.21420 5.50877 -2.65837
C -5.38635 -4.41226 4.31847
C 3.43503 4.45660 -2.20707
C -5.78758 -3.08613 4.36285
C 1.18029 -2.12342 0.60484
C -1.43533 -1.41112 -0.20001
H -7.20109 -0.54215 -4.97954
H -0.56157 0.31494 -1.10284
H 4.62943 6.22255 -1.95833
H -2.15120 0.58722 -0.32391
H -5.34500 0.31592 -1.21319
H 2.31789 2.72720 -2.82832
H 3.29986 5.80010 2.84634
H 3.07877 -3.06062 0.12236
H 0.16284 -3.93741 0.03242
H -3.76168 -2.65863 -3.54317
H 5.05771 6.43107 -4.41583
H -5.92423 -5.16520 4.87939
H -7.13141 0.79951 -2.87146
H 5.64349 2.25402 3.45983
H -6.64588 -2.79284 4.95919
H 5.01972 4.58666 4.16148
H -5.46872 -2.31243 -5.31710
H -2.03525 -0.26863 -1.88392
H 2.75517 -1.18415 2.34947
H -3.93900 -5.76507 3.47968
H 4.52866 1.26248 1.49981
H -2.77430 -3.92896 2.22716
H 1.04212 -3.13277 -1.26325
H 3.54580 -2.65413 2.89107
H 4.05777 4.74761 -5.94111
H 1.46930 -1.16811 0.14982
H -3.62265 -1.63170 2.43055
H 2.17227 -3.82180 1.43862
H 3.22381 4.33500 -1.15429
H 0.59619 -1.93715 1.50918
H 2.80902 2.63203 0.29048
*
```

Values from the calculation:
Strongest force on any atom: 0.0141 hartree/bohr
Electronic energy: -1567.4879 a.u.
E_HOMO: -4.657 eV
Orbital gap: 6.889 eV

(2)
Below is a molecular structure, C9H14FeNO2S, with properties calculated with ωB97M-V with the def2-TZVPD basis set.

The geometry in ORCA input format:
```
! RIJCOSX wB97M-V def2-TZVPD def2/J DEFGRID3
* xyz 2 6
Fe -0.04049 0.16950 -0.00248
S -1.37498 1.94492 1.02572
O 0.22987 -0.96886 -1.62210
O -1.10854 -1.54182 0.54028
N 0.73901 0.70054 1.85116
C -0.09377 -2.37122 -1.40727
C 1.68967 0.37082 2.70852
C 1.73875 0.92200 3.99764
C 1.39960 -0.78611 -2.47954
C -1.35166 -2.40313 -0.58950
C 0.77946 1.83615 4.39079
C -2.13816 -1.59697 1.55487
C -0.22083 2.19936 3.49482
C -0.21696 1.61175 2.22791
H 2.53413 0.62464 4.66731
H 2.43765 -0.33718 2.37601
H -0.24415 -2.85753 -2.37081
H -2.32781 -2.63774 1.80900
H 0.80735 2.27028 5.38149
H -3.05212 -1.12675 1.19155
H 0.74147 -2.84558 -0.88838
H 1.23300 -1.31984 -3.41204
H -1.76054 -1.07662 2.43058
H 2.28796 -1.16848 -1.97858
H -2.20944 -2.02566 -1.15140
H -1.56213 -3.41908 -0.25375
H -0.98588 2.91938 3.75248
H 1.49070 0.27738 -2.68443
*
```

Values from the calculation:
Strongest force on any atom: 0.0081 hartree/bohr
Electronic energy: -2217.8460 a.u.
Expectation value of S²: 8.78
E_HOMO (alpha / beta): -16.907 / -17.515 eV
Orbital gap (alpha / beta): 9.795 / 7.115 eV